a:
Density functional theory data (ωB97M-V with the def2-TZVPD basis set) for C7H14 in the gas phase.

## Properties
SMILES = C[C@@H]1[C@H](C)C[C@@H]1C
E_HOMO = -10.25 eV
Molar mass = 98.19 g/mol

```
21
C7H14 | OMol25 | ωB97M-V with the def2-TZVPD basis set
C -0.00329 1.51676 0.70306
C -0.06158 0.67975 -0.57396
C -1.09709 -0.47523 -0.51252
C -2.38404 -0.31316 0.27586
C 0.03814 -1.39044 0.01150
C 1.03492 -0.40949 -0.66105
C 2.41670 -0.06064 -0.12526
H 0.88412 2.16125 0.71832
H 0.02784 0.89550 1.60828
H -0.88809 2.15918 0.77404
H -0.10688 1.34717 -1.44565
H -1.33420 -0.77401 -1.54158
H -2.18785 -0.05424 1.32254
H -3.00838 0.47878 -0.15499
H -2.96564 -1.24148 0.26267
H 0.04575 -2.43953 -0.30665
H 0.09974 -1.35708 1.10766
H 1.13317 -0.71494 -1.71240
H 2.72776 0.89676 -0.57630
H 2.42614 0.07279 0.96631
H 3.17684 -0.80999 -0.39036
```

***

b:
Density functional theory data (ωB97M-V with the def2-TZVPD basis set) for C7H14 in the gas phase.

## Properties
SMILES = C=C(CC)CCC
E_HOMO = -9.05 eV
Molar mass = 98.19 g/mol

```
21
C7H14 | OMol25 | ωB97M-V with the def2-TZVPD basis set
C -1.39629 -1.77392 -0.12385
C -0.99789 -0.48519 -0.17599
C -1.53555 0.49583 0.81976
C -1.14384 2.02050 0.70090
C 0.28916 -0.06784 -0.83141
C 1.57088 0.14351 0.00155
C 2.77142 -0.63581 -0.55619
H -0.65002 -2.51583 -0.38068
H -2.20776 -2.06037 0.52709
H -2.62682 0.58513 0.80092
H -1.25962 0.26186 1.85446
H -0.33441 2.17356 1.42314
H -1.97318 2.50301 1.24164
H -0.99745 2.46434 -0.28004
H 0.56210 -0.78173 -1.62650
H 0.07240 0.81387 -1.44618
H 1.89596 1.11453 0.36888
H 1.30439 -0.28108 0.99402
H 3.67266 -0.38270 0.01708
H 2.64084 -1.71727 -0.57725
H 2.92277 -0.30878 -1.59604
```

***

c:
Density functional theory data (ωB97M-V with the def2-TZVPD basis set) for 2 unconnected molecules or ions with the total composition C7H14.

## Properties
SMILES = C=CCC.C=CC
E_HOMO = -9.51 eV
Molar mass = 98.19 g/mol

```
21
C7H14 | OMol25 | ωB97M-V with the def2-TZVPD basis set
C 0.88002 -1.02659 1.88409
C 1.62083 -0.18937 1.16317
C 2.21757 -0.50917 -0.17906
C 1.55704 0.28660 -1.30927
H 0.45604 -0.73920 2.84303
H 0.66896 -2.03700 1.53659
H 1.80462 0.81843 1.54212
H 3.29387 -0.29016 -0.15978
H 2.11501 -1.58351 -0.37505
H 0.49392 0.03183 -1.38731
H 2.03384 0.07313 -2.27192
H 1.63468 1.36598 -1.13007
C -2.59387 -0.66671 -0.94101
C -2.01329 -0.02434 0.06877
C -1.75529 1.45235 0.11598
H -2.93951 -0.14003 -1.82887
H -2.75008 -1.74208 -0.91690
H -1.67836 -0.59297 0.93646
H -2.08658 1.94580 -0.80372
H -2.27509 1.91672 0.96291
H -0.68433 1.65026 0.24982
```

***

d:
Density functional theory data (ωB97M-V with the def2-TZVPD basis set) for C7H14 in the gas phase.

## Properties
SMILES = CC(C)(C)C1CC1
E_HOMO = -10.15 eV
Molar mass = 98.19 g/mol

```
21
C7H14 | OMol25 | ωB97M-V with the def2-TZVPD basis set
C -0.49167 1.63916 0.39876
C -0.53454 0.11625 0.20979
C -1.26220 -0.20637 -1.10061
C -1.33055 -0.50360 1.36934
C 0.88675 -0.48555 0.26722
C 2.11719 0.16773 -0.30217
C 1.60815 -1.11287 -0.89545
H 0.07040 1.90812 1.30071
H -0.01300 2.13421 -0.45474
H -1.50653 2.04656 0.49264
H -2.28683 0.18467 -1.07085
H -0.76828 0.24541 -1.96914
H -1.31965 -1.28802 -1.26651
H -0.86826 -0.25943 2.33354
H -2.36257 -0.13351 1.38960
H -1.36515 -1.59618 1.28082
H 1.07566 -0.98954 1.21393
H 2.00572 1.07484 -0.89126
H 3.02527 0.13825 0.29536
H 2.16812 -2.02780 -0.72144
H 1.15195 -1.05232 -1.87955
```

***

Most stable structure - a; separation to the second - 0.0071 hartree.